ORCA calculation (ωB97M-V with the def2-TZVPD basis set) on one molecule with the formula C3H4N2O.

Calculated values
relative energy (zero: lowest compared OMol25 entry of this formula, charge and spin): 0.480 eV
structure (SMILES): Oc1c[nH]cn1
charge: 0
total energy: -301.4696 Ha
LUMO energy: 0.92 eV

Last column: natural (NBO) charge in e.
Positions of all 10 atoms, in Å:
O 2.2178 -0.4825 -0.0669  -0.664
C 0.8938 -0.2108 -0.0364  0.392
C -0.1871 -1.0481 -0.1522  -0.208
N -1.2819 -0.1895 -0.0280  -0.513
C -0.7994 1.0577 0.1456  0.181
N 0.5106 1.0831 0.1431  -0.520
H 2.6251 0.3874 0.0779  0.492
H -0.2859 -2.1103 -0.3252  0.225
H -2.2654 -0.4143 -0.0268  0.419
H -1.4276 1.9273 0.2689  0.197

Atomic forces in eV per Å
-0.058 0.052 -0.003
-0.247 0.023 0.011
0.037 0.122 0.002
0.087 0.107 0.008
-0.080 0.131 0.022
-0.141 -0.055 0.016
0.096 -0.325 -0.067
0.044 0.264 0.086
0.301 -0.193 -0.068
-0.038 -0.127 -0.007